The following is a DFT calculation (ωB97M-V with the def2-TZVPD basis set) of a structure of composition C33H48P2Rh in a non-equilibrium geometry.

As for the expectation value of S²: 6.06. Its total charge is +1. The calculation puts the HOMO energy (spin up / spin down) at -9.28 / -9.93 eV. The value obtained for the lowest unoccupied orbital energy (spin up / spin down) is -2.7 / -4.1 eV. Its multiplicity is 5. The energy above the lowest of the compared OMol25 structures with the same formula, charge and spin is 931.5 kJ/mol. For the orbital gap (spin up / spin down), the calculation gives 0.2403 / 0.2142 Eh. The value obtained for the energy is -56565.298 eV.

Each line ends with the Mulliken charge.
Positions of all 84 atoms, in Å:
Rh (0.64593, -1.85667, -2.27506)  -0.73
C (-0.64685, -2.42182, 1.29050)  0.42
C (0.67685, -2.74390, 0.70003)  1.54
C (0.95253, -1.19561, 2.38110)  1.53
C (-0.43302, -1.43736, 2.26505)  0.68
C (1.63751, -1.93638, 1.43258)  0.13
C (-1.85327, -3.31262, 1.31143)  -1.79
H (-1.87107, -4.13238, 0.53933)  0.41
H (-2.74318, -2.65648, 1.16738)  0.32
H (-2.00152, -3.80713, 2.31833)  0.40
C (-1.44809, -0.75025, 3.07739)  -0.82
H (-2.45386, -0.80850, 2.63018)  0.37
H (-1.17598, 0.51136, 3.16220)  -0.44
H (-1.49044, -1.13452, 4.11212)  0.45
C (1.49073, -0.29106, 3.40336)  -1.54
H (1.50101, -0.72825, 4.40686)  0.32
H (0.88486, 0.61118, 3.46512)  0.22
H (2.49300, 0.04897, 3.15436)  0.40
C (3.07666, -2.18662, 1.58025)  -2.16
H (3.30185, -2.71683, 2.52303)  0.44
H (3.59493, -1.22774, 1.66748)  0.35
H (3.55343, -2.75355, 0.77316)  0.36
C (0.98700, -4.17997, 0.60149)  -2.11
H (1.01204, -4.41437, 1.66431)  0.50
H (1.96354, -4.37448, 0.16606)  0.34
H (0.21246, -4.76878, 0.11833)  0.39
C (-1.20066, 0.41134, -4.02341)  0.32
C (-1.58924, -0.86384, -4.23761)  -0.93
C (-0.91010, -1.83458, -5.14801)  -0.73
C (0.58427, -1.58103, -5.31916)  -1.15
C (1.22985, -1.11928, -3.99073)  1.05
C (1.76241, 0.14761, -3.97951)  -0.44
C (1.11028, 1.31643, -4.67379)  -1.09
C (-0.38992, 1.23829, -5.03034)  -1.05
H (-1.32399, -1.89032, -6.18510)  0.36
H (0.71277, -0.84230, -6.12492)  0.31
H (-1.08621, -2.83002, -4.73597)  0.36
H (-0.48472, 0.87151, -6.07020)  0.35
H (-1.83606, 1.02309, -3.35087)  0.73
H (-2.60853, -1.17934, -3.93620)  0.75
H (-0.76799, 2.28446, -5.06689)  0.35
H (1.24356, 2.14012, -3.95736)  0.33
H (2.65313, 0.45720, -3.42867)  0.21
H (1.59738, 1.72539, -5.58925)  0.34
H (1.03780, -2.51433, -5.71974)  0.41
H (1.72486, -1.98757, -3.40848)  0.27
P (-1.14698, -0.65245, -0.95916)  1.37
C (-2.61077, 0.31870, -0.36358)  -1.24
C (-1.88315, -2.22108, -1.89443)  -1.10
P (1.86270, -0.03215, -0.91786)  1.22
C (0.05357, 0.76202, -1.65812)  -0.74
C (3.38322, -0.91410, -1.55800)  -1.58
C (2.39427, 1.38142, 0.10196)  -1.10
H (-2.32647, 0.93685, 0.51473)  0.16
H (-3.38957, -0.41608, -0.06305)  0.35
H (-2.99900, 0.98009, -1.18059)  0.37
H (-1.37528, -2.48089, -2.84429)  0.23
H (-2.86918, -1.79454, -2.12046)  0.45
H (-1.92480, -3.13090, -1.26895)  0.11
H (2.59736, 2.16848, -0.65046)  0.41
H (3.32349, 1.11929, 0.63469)  0.39
H (1.63917, 1.73421, 0.82175)  0.17
H (-0.07017, 1.81486, -1.35248)  0.73
H (0.07179, 0.64333, -2.75699)  -0.98
H (4.08330, -0.88260, -0.72413)  0.46
H (3.76493, -0.35765, -2.41005)  0.64
H (3.15764, -1.94561, -1.82618)  0.28
C (-1.50329, 4.72876, 6.21530)  -0.58
C (-1.35894, 3.36457, 6.52119)  -0.66
C (-1.17183, 2.42348, 5.51249)  -0.62
C (-1.12700, 2.79398, 4.13883)  1.06
C (-1.02584, 1.86617, 3.07501)  -0.87
C (-0.74920, 2.32881, 1.82124)  -0.05
C (-0.77121, 3.70053, 1.51494)  -1.43
C (-0.98812, 4.64646, 2.50812)  -1.05
C (-1.16503, 4.23187, 3.84208)  0.97
C (-1.39051, 5.15110, 4.90461)  -0.69
H (-1.69604, 5.44188, 7.00363)  0.40
H (-1.40021, 3.03769, 7.55667)  0.39
H (-1.05401, 1.36519, 5.74124)  0.40
H (-0.54008, 1.62525, 1.03155)  1.21
H (-0.62566, 4.02308, 0.48599)  0.44
H (-1.01842, 5.71436, 2.28706)  0.37
H (-1.47663, 6.21654, 4.65550)  0.35